# C17H24O8

A 2-piece molecular cluster, C17H24O8 overall (wB97M-V/def2-TZVPD, the Open Molecules 2025 dataset).

The geometry in XYZ format:
```
49
Properties=species:S:1:pos:R:3:mulliken_charge:R:1
O 5.0505 2.4885 0.6136 -0.5835
C 4.7105 1.3773 0.3078 0.3224
O 5.3616 0.3681 0.6982 -0.3564
H 6.0690 0.5054 1.1616 0.2942
C 3.3286 0.9296 -0.5583 0.1157
C 2.8400 -0.2847 -0.6184 -0.9928
C 1.6200 -0.5899 -1.1692 1.5452
C 0.8681 0.6370 -1.8498 -0.1640
C 1.2780 1.9454 -1.5811 -0.5033
C 2.5553 2.1261 -0.8454 -0.5081
H 2.7846 3.3796 -0.6194 0.1724
H 0.5926 2.8254 -1.9175 0.2782
O -0.2869 0.3487 -2.4635 -0.2392
C -1.0763 -0.5622 -2.2375 0.4970
C -2.5889 -0.2717 -2.4308 -1.3114
H -2.8339 0.4083 -3.0048 0.6736
O -2.9965 0.1329 -1.0338 -0.3833
C -2.9420 1.6486 -0.9056 0.0674
H -3.3642 2.2764 -1.8717 0.2779
C -3.5123 2.2083 0.4793 -0.8249
O -2.5795 2.4749 1.2587 -0.3571
C -2.0794 1.4960 2.2079 -0.7711
C -0.8344 0.8269 1.3278 -0.1018
O -0.0062 0.0184 2.2586 -0.2492
C -0.4571 -1.0289 2.4388 -0.5635
C -0.9128 -2.2264 1.6764 -0.5799
O -0.2751 -2.5197 0.4745 -0.2272
C 1.1328 -2.4458 0.5592 -0.9775
C 1.5612 -2.8428 -0.7146 -0.8849
H 2.7554 -3.0312 -0.7093 0.2285
H 1.1614 -3.5542 -1.3414 0.5155
O 1.2952 -1.7598 -1.8128 -0.4281
H 1.2943 -3.4838 1.1966 0.3345
H 1.5866 -1.8969 1.0566 1.0451
H -1.0419 -3.2909 2.2010 0.2735
H -1.9740 -1.7972 1.4191 0.2593
H 0.4228 -1.6025 3.0608 0.3790
H -1.2536 -0.9499 3.6676 0.1943
H -1.2674 0.1295 0.4982 0.0852
H -0.3111 1.6132 0.9217 0.5823
H -2.6607 0.5981 2.4857 0.4449
H -1.6819 1.9120 3.2029 0.2557
H -4.2663 1.3377 0.7478 0.2546
H -4.0917 2.9471 0.2434 0.6115
H -1.9631 2.0765 -1.1380 0.0291
H -3.0113 -1.2286 -2.4698 0.4068
H -0.8191 -1.3122 -1.3119 -0.1320
H -0.7425 -1.4405 -3.0949 0.1146
H 3.5614 -0.9162 -0.4641 0.8807
```

Charge ... 0
Spin multiplicity ... 1
E_tot ... -1263.43131 hartree
Gap between HOMO and LUMO ... 8.412 eV